[1]
7 unconnected molecules or ions with the total composition C42H103ClN6O8P in a non-equilibrium geometry. Source: the OMol25 dataset; level of theory: ωB97M-V with the def2-TZVPD basis set.

Each line ends with the Mulliken charge.
Cartesian coordinates (Å):
Cl: -0.07061 1.29457 0.42767  1.42
O: -0.83607 1.86060 -0.65229  -0.67
O: -0.90476 0.39308 1.20137  -0.57
O: 1.07315 0.60101 -0.12237  -0.42
O: 0.36897 2.35220 1.29923  -0.73
C: 0.54008 -1.69703 -8.46276  -1.06
C: 1.46516 -0.52435 -8.18426  -0.44
N: 1.63497 -0.35189 -6.71012  0.10
C: 0.73482 0.21468 -5.84923  -0.50
C: 1.24694 0.14767 -4.60043  -1.05
N: 2.49758 -0.42304 -4.72993  0.33
C: 2.67968 -0.74364 -6.00731  0.04
C: 3.47341 -0.71203 -3.69441  -0.70
H: 0.54617 -1.95832 -9.51882  0.38
H: -0.47642 -1.52309 -8.11554  0.34
H: 0.90518 -2.59071 -7.94805  0.33
H: 0.99008 0.41029 -8.47520  0.31
H: 2.45663 -0.67396 -8.59807  0.33
H: -0.21067 0.60561 -6.18210  0.47
H: 0.83854 0.46146 -3.65484  0.99
H: 3.59075 -1.13046 -6.43441  0.41
H: 3.92839 0.14895 -3.20887  0.49
H: 4.32833 -1.22787 -4.13700  0.30
H: 3.05313 -1.41471 -2.98188  -0.07
C: 2.23246 -0.02500 3.69686  -1.12
C: 2.46394 -1.42205 3.10396  -0.16
C: 1.23679 -2.31623 3.27302  0.47
C: 1.41062 -3.79060 2.88506  -1.36
P: 0.92438 -4.31424 1.22068  1.37
C: -0.88660 -4.27950 1.11513  -0.90
C: -1.62795 -2.94301 1.00730  1.07
C: -3.12738 -3.14509 0.80815  -0.29
C: -3.91698 -3.80269 1.94424  -1.07
C: 1.41035 -6.01059 0.91631  -1.45
C: 1.40136 -7.02101 2.07973  -0.95
C: -0.01436 -7.44402 2.48869  0.13
C: -0.00464 -8.57438 3.53922  -1.35
C: 1.79901 -3.27001 0.02560  -0.58
C: 1.67746 -3.63739 -1.46548  -0.85
C: 0.45375 -3.06972 -2.14197  0.59
C: 0.49046 -3.23639 -3.66381  -1.63
H: 3.14239 0.56851 3.60140  0.48
H: 2.00526 -0.09762 4.76390  0.39
H: 1.41884 0.54257 3.23703  -0.10
H: 3.38923 -1.80487 3.53684  0.45
H: 2.59620 -1.27695 2.02484  -0.08
H: 0.49284 -1.79588 2.65787  -0.89
H: 0.84295 -2.26354 4.28805  0.55
H: 0.91101 -4.45539 3.59612  0.56
H: 2.45412 -4.11524 2.99611  0.69
H: -1.23026 -4.82388 1.99334  0.48
H: -1.03248 -4.87658 0.20705  0.51
H: -1.24739 -2.22327 0.27979  0.03
H: -1.43495 -2.42299 1.95353  -0.69
H: -3.46208 -3.51916 -0.16003  0.59
H: -3.46094 -2.09044 0.78483  -0.33
H: -3.86192 -3.22464 2.86328  0.01
H: -3.62108 -4.83822 2.11068  0.37
H: -4.95329 -3.83789 1.60733  0.49
H: 2.42607 -5.95254 0.50090  0.62
H: 0.84158 -6.42896 0.08042  0.56
H: 1.93083 -6.66919 2.96392  0.38
H: 1.87405 -7.92193 1.68434  0.44
H: -0.57088 -7.80280 1.62202  0.32
H: -0.50246 -6.57137 2.93930  0.04
H: 0.90367 -8.53888 4.14412  0.36
H: -0.11002 -9.52540 3.02803  0.34
H: -0.79591 -8.43140 4.27306  0.39
H: 2.84941 -3.37890 0.33140  0.72
H: 1.65003 -2.20475 0.23827  -0.36
H: 1.80815 -4.71395 -1.58069  0.37
H: 2.55480 -3.17909 -1.92642  0.19
H: 0.25921 -2.02666 -1.86733  -0.01
H: -0.47654 -3.56961 -1.84456  0.21
H: 0.34757 -4.28327 -3.93269  0.43
H: 1.41271 -2.91816 -4.16349  0.23
H: -0.27899 -2.66179 -4.18385  0.42
C: -3.20670 1.34377 3.39876  -1.16
N: -2.67891 1.30709 4.78963  0.16
C: -1.17083 1.26100 4.79098  -0.70
C: -3.09131 2.57114 5.48832  -0.88
C: -3.28838 0.11771 5.54557  -0.69
C: -2.97547 -1.24543 5.00644  -0.27
O: -1.60073 -1.53428 5.14378  -0.46
H: -4.29210 1.24697 3.46382  0.44
H: -2.89642 0.40961 2.93338  0.02
H: -2.91578 2.22472 2.83882  0.68
H: -0.81493 1.10829 5.80315  0.40
H: -0.85902 2.20290 4.34449  0.47
H: -0.84685 0.47257 4.11906  0.09
H: -2.63541 3.37474 4.91472  0.39
H: -2.82479 2.51237 6.53738  0.41
H: -4.16279 2.73480 5.36925  0.37
H: -4.35053 0.35460 5.51520  0.39
H: -2.86998 0.23940 6.54315  0.37
H: -3.40292 -1.46156 4.01846  -0.06
H: -3.57716 -1.94276 5.60593  0.64
H: -1.50311 -2.44556 5.43764  0.33
C: 8.51782 1.29880 -1.32217  -0.92
N: 7.19155 1.23685 -0.61373  -0.01
C: 6.58383 -0.10963 -0.88417  -1.04
C: 7.45751 1.38785 0.85671  -0.93
C: 6.27586 2.36328 -1.04915  -0.36
C: 6.40728 2.75772 -2.50891  -0.75
O: 6.20582 1.62760 -3.35485  -0.44
H: 8.91123 2.30793 -1.28212  0.39
H: 8.39545 0.92241 -2.33457  0.37
H: 9.20360 0.58497 -0.86691  0.42
H: 7.30432 -0.83843 -0.52765  0.41
H: 6.45395 -0.19710 -1.95848  0.36
H: 5.58512 -0.10949 -0.45275  0.45
H: 8.13518 0.61123 1.19292  0.39
H: 6.48467 1.33306 1.34647  0.42
H: 7.85399 2.38272 1.04135  0.44
H: 6.43851 3.21862 -0.40084  0.32
H: 5.25070 2.00589 -0.92916  0.27
H: 7.34723 3.29757 -2.67194  0.45
H: 5.67282 3.52825 -2.77197  0.49
H: 6.24657 1.97586 -4.25399  0.30
C: -0.22550 5.88001 0.91032  -0.74
N: -0.41052 6.22644 -0.53342  0.15
C: 0.62657 5.52358 -1.34771  -0.74
C: -1.75515 5.77625 -0.96207  -1.13
C: -0.21630 7.74058 -0.71206  -0.33
C: -1.35785 8.65184 -0.31682  -0.75
O: -1.53818 8.67808 1.10287  -0.52
H: -0.38847 4.80074 0.99682  0.25
H: -0.97859 6.28495 1.57602  0.29
H: 0.77470 6.14845 1.23173  0.42
H: 0.65997 4.45593 -1.13459  0.19
H: 1.55684 5.98306 -1.01898  0.41
H: 0.39709 5.67761 -2.39809  0.37
H: -2.49171 6.22082 -0.29661  0.40
H: -1.79903 4.69216 -0.89475  0.40
H: -1.93101 6.14998 -1.96873  0.41
H: -0.10279 7.79054 -1.80122  0.41
H: 0.74765 7.99118 -0.27912  0.41
H: -2.27679 8.49874 -0.87948  0.36
H: -1.00031 9.66624 -0.50560  0.40
H: -2.30496 8.15489 1.35412  0.33
C: -4.46528 1.65176 0.29641  -1.12
N: -5.47925 1.37007 -0.79725  0.17
C: -4.73401 1.52657 -2.07894  -0.88
C: -5.99554 -0.02434 -0.64957  -1.10
C: -6.58521 2.39788 -0.71177  -0.48
C: -7.77807 2.14044 -1.58862  -0.58
O: -8.55544 1.12269 -0.98280  -0.51
H: -5.00267 1.48647 1.22980  0.48
H: -4.15056 2.67292 0.12117  0.34
H: -3.71053 0.86916 0.27054  0.32
H: -3.81471 0.94649 -2.04943  0.37
H: -4.46526 2.57347 -2.20686  0.36
H: -5.35571 1.22913 -2.91888  0.42
H: -6.57241 -0.10023 0.26507  0.38
H: -5.13773 -0.69722 -0.66182  0.49
H: -6.59630 -0.26640 -1.52002  0.42
H: -6.16222 3.39216 -0.85999  0.43
H: -6.87464 2.40579 0.34222  0.38
H: -7.47017 1.89605 -2.61425  0.26
H: -8.43610 3.00824 -1.67461  0.47
H: -9.45059 1.08579 -1.33682  0.33

charge = +5
highest occupied orbital energy = -19.5 eV

***

[2]
A molecular structure, C20H18F6IrN6OS in a non-equilibrium geometry. Source: the OMol25 dataset; level of theory: ωB97M-V with the def2-TZVPD basis set.

Each line ends with the Mulliken spin population.
Cartesian coordinates (Å):
Ir: 0.98525 -1.18797 -0.37444  0.01
S: 2.49290 0.57655 -1.46401  -0.01
C: 0.96877 1.40974 -1.33861  0.00
N: 0.91182 2.65894 -1.61716  0.15
N: -0.18601 3.45901 -1.52567  0.41
C: -0.39602 4.30729 -0.49080  0.06
C: -1.41382 5.26902 -0.57014  0.16
C: -1.67042 6.11236 0.52566  -0.07
C: -0.92125 6.01356 1.69447  0.19
C: 0.10576 5.08892 1.76585  -0.06
C: 0.38166 4.23454 0.68245  0.16
N: -0.01720 0.53992 -0.90709  0.02
N: -1.22708 0.92828 -0.87388  0.00
C: -2.27216 0.23058 -0.39431  0.00
C: -2.17773 -1.01957 0.27323  0.00
C: -3.30569 -1.69895 0.65220  0.00
C: -4.56787 -1.15037 0.41314  0.00
C: -4.67982 0.09573 -0.19757  0.00
C: -3.55787 0.78381 -0.59716  0.00
H: -0.70303 3.60866 -2.38249  -0.02
H: -1.98879 5.36219 -1.48160  0.00
H: -2.45313 6.85485 0.45794  0.00
H: -1.12635 6.66477 2.53023  0.00
H: 0.71024 5.02927 2.66041  0.00
H: 1.20305 3.53251 0.72120  0.01
H: -1.18455 -1.42023 0.47239  0.00
H: -3.22318 -2.66197 1.13757  0.00
H: -5.45228 -1.69985 0.70105  0.00
H: -5.65832 0.52453 -0.36134  0.00
H: -3.63410 1.75457 -1.06652  0.00
C: 4.11200 -3.13756 1.76532  0.00
C: 2.76724 -2.45548 1.53489  0.00
O: 2.37819 -2.46865 0.22083  0.00
C: 2.85804 -0.98865 2.03968  0.00
F: 2.98692 -0.84317 3.33923  0.00
F: 1.68530 -0.30068 1.67809  0.00
F: 3.83653 -0.32913 1.43098  0.00
C: 1.65028 -3.18709 2.34121  0.00
F: 0.43947 -2.61110 2.03704  0.00
F: 1.55807 -4.45761 1.96966  0.00
F: 1.79182 -3.13375 3.65643  0.00
H: 4.87309 -2.63296 1.17502  0.00
H: 4.04730 -4.17500 1.44717  0.00
H: 4.37736 -3.09437 2.82044  0.00
N: 1.14755 -3.85987 -3.48239  0.00
C: -0.21490 -3.88107 -3.36812  0.00
C: -0.53176 -2.95198 -2.42768  0.00
N: 0.63420 -2.37704 -1.98353  0.00
C: 1.63467 -2.95071 -2.63843  0.00
H: 1.69649 -4.44540 -4.09428  0.00
H: -0.84622 -4.53364 -3.94065  0.00
H: -1.50034 -2.66595 -2.06292  0.00
H: 2.67590 -2.71980 -2.50298  0.00

<S²> = 0.783
2S+1 = 2
charge = +2
highest occupied orbital energy (spin up / spin down) = -14.7 / -15.0 eV

***

[3]
C5H6O in the gas phase in a non-equilibrium geometry. Source: the OMol25 dataset; level of theory: ωB97M-V with the def2-TZVPD basis set.

Each line ends with the Mulliken charge.
Cartesian coordinates (Å):
C: -1.88315 0.94203 -0.38076  -0.96
C: -0.82398 0.06633 0.15283  -0.06
O: -0.39643 -0.91940 -0.56557  -0.30
C: 0.83670 -1.40705 -0.29149  -0.64
C: 1.82000 -0.58330 0.25561  -0.27
C: 2.75365 0.07796 0.66814  0.19
H: -2.02105 0.72713 -1.44214  0.29
H: -1.61762 2.00102 -0.26329  0.29
H: -2.82281 0.78066 0.16075  0.25
H: -0.38948 0.15912 1.14078  0.45
H: 0.93672 -2.46893 -0.43370  0.39
H: 3.60744 0.62443 0.99885  0.39

highest occupied orbital energy (spin up / spin down) = -6.9 / -7.4 eV
energy above the lowest of the compared OMol25 structures with the same formula, charge and spin = 110.06 kcal/mol

***

[4]
C2H3N3O in the gas phase in a non-equilibrium geometry. Source: the OMol25 dataset; level of theory: ωB97M-V with the def2-TZVPD basis set.

Each line ends with the Mulliken charge.
Cartesian coordinates (Å):
O: 1.46104 -1.30645 -0.50642  -0.48
C: 0.52284 -0.42218 -0.16818  0.55
N: 0.47562 0.23474 0.95350  -0.56
C: -0.64024 1.01633 0.77230  -0.06
N: -1.22926 0.91268 -0.37775  -0.54
N: -0.46928 -0.03444 -1.03869  0.03
H: 2.06204 -1.34944 0.25634  0.37
H: -1.05912 1.63660 1.54842  0.40
H: -1.12363 -0.68784 -1.43951  0.29

highest occupied orbital energy = -9.8 eV
energy above the lowest of the compared OMol25 structures with the same formula, charge and spin = 14.28 kcal/mol
SMILES = Oc1ncn[nH]1

***

[5]
A molecular structure, CClNS3 in a non-equilibrium geometry. Source: the OMol25 dataset; level of theory: ωB97M-V with the def2-TZVPD basis set.

Each line ends with the Mulliken charge.
Cartesian coordinates (Å):
C: -0.03835 0.31448 0.34868  0.49
N: -0.88860 -0.39591 0.01398  -0.37
S: 1.43238 -2.49250 -1.27605  -0.23
S: -1.68273 -3.71818 -1.06093  -0.15
S: -0.53948 -2.18370 -1.30286  0.29
Cl: 1.17764 1.33126 0.76410  -0.03

highest occupied orbital energy (spin up / spin down) = -9.0 / -9.0 eV
energy above the lowest of the compared OMol25 structures with the same formula, charge and spin = 33.17 kcal/mol

***

Ordered molecular weight results: 886.7; 696.7; 82.1; 85.1; 157.7; unit g mol⁻¹.